A gas-phase ion, C3H6N3O (charge +1) at a distorted geometry, computed with ωB97M-V/def2-TZVPD.

Each atom is followed by the atoms it is bonded to, with distances in Å.
Cartesian coordinates (Å):
1 O -1.81 2.16 -0.32  C2 1.164
2 C -1.67 1.33 0.49  O1 1.164, N3 1.650, H8 1.083
3 N -0.26 0.48 0.45  C2 1.650, C4 1.456, N7 1.379
4 C 0.61 0.59 -0.72  N3 1.456, N5 1.460, H9 1.099, H10 1.103
5 N 1.22 -0.74 -0.77  C4 1.460, C6 1.319, H11 1.006
6 C 0.71 -1.50 0.19  N5 1.319, N7 1.307, H12 1.075
7 N -0.17 -0.83 0.89  N3 1.379, C6 1.307, H13 1.012
8 H -2.23 1.00 1.35  C2 1.083
9 H 1.37 1.37 -0.57  C4 1.099
10 H 0.04 0.82 -1.64  C4 1.103
11 H 1.90 -1.02 -1.45  N5 1.006
12 H 0.98 -2.52 0.39  C6 1.075
13 H -0.69 -1.13 1.70  N7 1.012

Output
**E**: -357.11029 Eh
**SMILES string**: O=CN1CNC=[NH+]1
**Net charge**: +1
**HOMO-LUMO gap**: 9.68 eV
**E_LUMO**: -3.65 eV



2 unconnected molecules or ions with the total composition C2H9N2O at a distorted geometry, computed with ωB97M-V/def2-TZVPD.

Each atom is followed by the atoms it is bonded to, with distances in Å.
Cartesian coordinates (Å):
1 C -2.39 0.86 0.50  O2 1.349, H3 1.113, H4 1.123, H5 1.111
2 O -1.34 0.12 0.10  C1 1.349
3 H -3.37 0.35 0.36  C1 1.113
4 H -2.39 1.13 1.59  C1 1.123
5 H -2.46 1.85 -0.01  C1 1.111
6 N 1.16 -1.69 0.09  C7 1.468, H9 1.026, H10 1.014
7 C 1.91 -0.43 -0.01  N6 1.468, N8 1.451, H11 1.090, H12 1.088
8 N 1.22 0.65 -0.68  C7 1.451, H13 1.010, H14 1.048
9 H 0.22 -1.41 0.40  N6 1.026
10 H 0.99 -2.01 -0.86  N6 1.014
11 H 2.14 -0.08 1.00  C7 1.090
12 H 2.87 -0.59 -0.51  C7 1.088
13 H 1.20 0.64 -1.69  N8 1.010
14 H 0.25 0.62 -0.28  N8 1.048

Output
**E**: -266.33362 Eh
**Net charge**: -1
**HOMO-LUMO gap**: 7.44 eV
**E_LUMO**: 4.60 eV



3 unconnected molecules or ions with the total composition C28H44B2ClIN6O13P at a distorted geometry, computed with ωB97M-V/def2-TZVPD.

Each atom is followed by the atoms it is bonded to, with distances in Å.
Cartesian coordinates (Å):
1 C 2.35 2.40 4.03  C2 1.536, H33 1.092, H34 1.089, H35 1.091
2 C 0.83 2.25 4.11  C1 1.536, C3 1.537, C4 1.531, H36 1.095
3 C 0.18 3.64 4.04  C2 1.537, H37 1.091, H38 1.091, H39 1.090
4 C 0.28 1.40 2.96  C2 1.531, C5 1.525, H40 1.096, H41 1.090
5 C 0.87 -0.01 2.91  C4 1.525, N6 1.495, H42 1.093, H43 1.085
6 N 0.12 -0.95 2.03  C5 1.495, C7 1.365, C28 1.503
7 C -0.11 -2.23 2.47  N6 1.365, N8 1.319, N18 1.389
8 N -0.75 -2.50 3.58  C7 1.319, C9 1.491, B13 1.533
9 C -0.59 -3.79 4.30  N8 1.491, C10 1.522, H44 1.092, H45 1.090
10 C 0.88 -4.05 4.61  C9 1.522, C11 1.539, H46 1.093, H47 1.092
11 C 1.49 -2.91 5.45  C10 1.539, O12 1.416, H48 1.095, H49 1.086
12 O 2.56 -2.24 4.80  C11 1.416, H50 0.955
13 B -1.72 -1.59 4.35  N8 1.533, O14 1.363, N15 1.437
14 O -2.98 -2.09 4.45  B13 1.363, H51 0.958
15 N -1.36 -0.37 5.02  B13 1.437, C16 1.488, C17 1.486
16 C -0.98 -0.61 6.44  N15 1.488, H52 1.094, H53 1.091, H54 1.090
17 C -2.52 0.56 4.96  N15 1.486, H55 1.093, H56 1.092, H57 1.088
18 N 0.41 -3.21 1.64  C7 1.389, P19 1.763, C22 1.508
19 P -0.62 -4.60 1.29  N18 1.763, O20 1.621, Cl21 2.059
20 O 0.62 -5.59 0.95  P19 1.621, H58 0.963
21 Cl -1.38 -4.43 -0.61  P19 2.059
22 C 1.36 -2.49 0.71  N18 1.508, N23 1.441, C24 1.542, C28 1.557
23 N 1.50 -3.07 -0.60  C22 1.441, H59 1.007, H60 1.007
24 C 2.71 -2.37 1.45  C22 1.542, B25 1.584, H61 1.095, H62 1.090
25 B 3.46 -3.73 1.79  C24 1.584, O26 1.389, O27 1.372
26 O 3.38 -4.87 1.01  B25 1.389, H63 0.954
27 O 4.31 -3.70 2.87  B25 1.372, H64 0.960
28 C 0.59 -1.14 0.61  N6 1.503, C22 1.557, I29 2.148, C30 1.529
29 I 1.80 0.41 -0.25  C28 2.148
30 C -0.67 -1.20 -0.25  C28 1.529, C31 1.508, H65 1.088, H66 1.094
31 C -1.43 0.11 -0.24  C30 1.508, N32 1.269, H67 1.092
32 N -1.61 0.87 -1.24  C31 1.269, H68 1.023
33 H 2.61 3.12 3.25  C1 1.092
34 H 2.86 1.46 3.83  C1 1.089
35 H 2.73 2.81 4.97  C1 1.091
36 H 0.54 1.80 5.07  C2 1.095
37 H 0.37 4.19 4.96  C3 1.091
38 H 0.57 4.21 3.20  C3 1.091
39 H -0.91 3.58 3.93  C3 1.090
40 H 0.53 1.92 2.03  C4 1.096
41 H -0.81 1.35 3.00  C4 1.090
42 H 0.94 -0.43 3.91  C5 1.093
43 H 1.89 0.07 2.53  C5 1.085
44 H -1.13 -3.70 5.25  C9 1.092
45 H -1.06 -4.62 3.77  C9 1.090
46 H 0.95 -4.99 5.15  C10 1.093
47 H 1.48 -4.17 3.70  C10 1.092
48 H 1.81 -3.30 6.41  C11 1.095
49 H 0.75 -2.14 5.64  C11 1.086
50 H 3.24 -2.86 4.55  O12 0.955
51 H -3.14 -2.87 3.91  O14 0.958
52 H -1.29 -1.59 6.80  C16 1.094
53 H 0.09 -0.48 6.58  C16 1.091
54 H -1.47 0.13 7.08  C16 1.090
55 H -3.27 0.33 5.73  C17 1.093
56 H -3.03 0.50 4.00  C17 1.092
57 H -2.17 1.58 5.12  C17 1.088
58 H 0.30 -6.30 0.37  O20 0.963
59 H 1.62 -4.07 -0.56  N23 1.007
60 H 2.28 -2.65 -1.07  N23 1.007
61 H 3.41 -1.80 0.82  C24 1.095
62 H 2.64 -1.82 2.38  C24 1.090
63 H 2.90 -5.58 1.44  O26 0.954
64 H 4.90 -4.46 2.83  O27 0.960
65 H -0.44 -1.48 -1.27  C30 1.088
66 H -1.36 -1.94 0.17  C30 1.094
67 H -1.86 0.40 0.72  C31 1.092
68 H -1.14 0.49 -2.07  N32 1.023
69 C 1.44 0.76 -5.23  C70 1.336, C75 1.455, H79 1.081
70 C 0.18 0.32 -5.11  C69 1.336, C71 1.507, O78 1.332
71 C -0.74 0.18 -6.30  C70 1.507, O72 1.217, C73 1.444
72 O -1.85 -0.25 -6.06  C71 1.217
73 C -0.25 0.57 -7.60  C71 1.444, C74 1.338, H80 1.080
74 C 1.01 1.01 -7.73  C73 1.338, C75 1.507, O77 1.326
75 C 1.94 1.13 -6.55  C69 1.455, C74 1.507, O76 1.215
76 O 3.06 1.53 -6.76  C75 1.215
77 O 1.54 1.40 -8.88  C74 1.326, H81 0.975
78 O -0.38 -0.04 -3.96  C70 1.332, H82 0.981
79 H 2.11 0.86 -4.39  C69 1.081
80 H -0.93 0.49 -8.44  C73 1.080
81 H 2.46 1.67 -8.69  O77 0.975
82 H -1.29 -0.31 -4.21  O78 0.981
83 C -3.51 4.24 -7.54  C84 1.342, C89 1.444, H93 1.081
84 C -4.09 5.40 -7.86  C83 1.342, C85 1.512, O92 1.320
85 C -3.30 6.68 -8.05  C84 1.512, O86 1.215, C87 1.450
86 O -3.93 7.67 -8.35  C85 1.215
87 C -1.86 6.63 -7.87  C85 1.450, C88 1.339, H94 1.081
88 C -1.28 5.47 -7.55  C87 1.339, C89 1.509, O91 1.325
89 C -2.08 4.20 -7.38  C83 1.444, C88 1.509, O90 1.221
90 O -1.44 3.19 -7.10  C89 1.221
91 O 0.02 5.32 -7.37  C88 1.325, H95 0.975
92 O -5.40 5.55 -8.02  C84 1.320, H96 0.977
93 H -4.07 3.32 -7.40  C83 1.081
94 H -1.30 7.55 -8.00  C87 1.081
95 H 0.16 4.38 -7.16  O91 0.975
96 H -5.54 6.49 -8.25  O92 0.977

Output
**E**: -3548.96420 Eh
**Net charge**: +1
**HOMO-LUMO gap**: 7.92 eV
**E_LUMO**: -2.96 eV



> What is the formula in the third record?

C28H44B2ClIN6O13P



> The lowest E belongs to which entry?

C28H44B2ClIN6O13P



> Among the records above, which one has the lowest E?

C28H44B2ClIN6O13P



> Which of these has the lowest HOMO-LUMO gap?

C2H9N2O